This record from the OMol25 dataset describes 2 unconnected molecules or ions with the total composition C6H6N2O3S at a distorted geometry. The level of theory is ωB97M-V/def2-TZVPD.

Values from the calculation:
HOMO level ... -0.3423 Eh
Charge ... 0
Molar mass ... 186.192 g/mol
Relative energy (zero: lowest compared OMol25 entry of this formula, charge and spin) ... 504.9 kJ/mol
Frontier orbital gap ... 8.23 eV
LUMO level ... -1.1 eV

Bonds (Å) are listed after each position.
CARTESIAN COORDINATES (ANGSTROEM)
1 S 0.74258 -1.39226 -3.19769  O4 1.438, N5 1.536
2 O 3.77459 -1.18080 -2.60865  N6 1.197
3 O 2.68202 0.17652 -1.31475  N6 1.384, C7 1.387
4 O 0.24813 -0.05105 -3.04195  S1 1.438
5 N -0.06552 -2.38991 -2.35505  S1 1.536, H18 1.016
6 N 2.77820 -1.04432 -1.95927  O2 1.197, O3 1.384
7 C 1.53914 0.29294 -0.53731  O3 1.387, C10 1.401, C12 1.404
8 C -0.74221 0.50363 0.95482  C9 1.404, C11 1.413, H17 1.071
9 C -0.18333 -0.76976 0.76020  C8 1.404, C12 1.404, H13 0.986
10 C 1.03938 1.57465 -0.27039  C7 1.401, C11 1.335, H16 1.070
11 C -0.08041 1.64678 0.45348  C8 1.413, C10 1.335, H15 1.025
12 C 1.04699 -0.86259 0.08988  C7 1.404, C9 1.404, H14 1.158
13 H -0.57594 -1.61960 1.06947  C9 0.986
14 H 1.54941 -1.89988 -0.02697  C12 1.158
15 H -0.38714 2.61145 0.61484  C11 1.025
16 H 1.36153 2.50573 -0.68815  C10 1.070
17 H -1.62541 0.83851 1.46035  C8 1.071
18 H -0.91841 -2.05653 -1.91513  N5 1.016